{
  "formula": "C10H20Cl2N2RuS",
  "method": "ωB97M-V/def2-TZVPD",
  "species": ["Ru", "Cl", "Cl", "C", "H", "H", "C", "C", "H", "C", "H", "C", "H", "H", "C", "H", "H", "C", "H", "H", "H", "H", "C", "N", "C", "S", "N", "C", "H", "H", "H", "H", "H", "H", "H", "H"],
  "positions_angstrom": [[-0.31417, -0.22989, -0.08683], [-1.81900, 1.35005, -0.81444], [0.54592, -1.44619, 1.67808], [-2.02380, -1.70485, 0.07788], [-1.89999, -2.37245, 0.93207], [-3.01312, -1.27285, -0.09747], [1.06413, -0.41443, -1.28348], [-1.15240, -1.85452, -1.08114], [2.05308, -0.04894, -0.90272], [-1.84609, -1.55680, -2.41356], [-0.42020, -2.66980, -1.11408], [-0.97798, -1.70990, -3.66558], [-2.70796, -2.23206, -2.51095], [-2.24203, -0.53027, -2.34118], [0.21854, -0.75860, -3.72281], [-0.61798, -2.74907, -3.75302], [-1.60611, -1.52547, -4.55178], [1.28806, -1.04311, -2.63581], [0.69390, -0.89201, -4.71247], [-0.10668, 0.28723, -3.66177], [1.40894, -2.12704, -2.47440], [2.25386, -0.67089, -3.02204], [1.98058, 1.21135, 4.93104], [1.50042, 1.15847, 3.55351], [0.86290, 2.09273, 2.83436], [0.99246, 2.06962, 1.12989], [0.08153, 3.06036, 3.41303], [0.54501, 4.07538, 4.36769], [1.70560, 2.14707, 5.41030], [3.07553, 1.11897, 4.93774], [1.56574, 0.37816, 5.51115], [1.73088, 0.32246, 3.00881], [-0.53303, 3.46621, 2.70340], [1.24460, 4.78193, 3.90116], [-0.33450, 4.64440, 4.69810], [0.99527, 3.61591, 5.24599]],
  "forces_ev_per_a": [[-4.1, 1.3, 3.5], [-1.0, 1.5, -0.4], [1.1, -0.8, 1.8], [0.5, -1.0, -1.1], [0.0, 0.4, -0.2], [0.3, 0.0, 0.2], [5.8, -0.2, -4.1], [-2.0, -1.2, 0.4], [-0.6, -0.4, 0.1], [0.2, 0.1, -0.1], [-0.3, 0.2, 0.2], [-0.1, 0.3, 0.0], [0.1, 0.0, 0.0], [0.1, -0.4, -0.3], [0.4, -0.6, -0.1], [0.0, 0.2, 0.1], [0.0, -0.1, 0.2], [0.0, 1.0, -0.1], [-0.1, 0.1, 0.2], [0.0, -0.1, 0.1], [-0.1, -0.1, -0.3], [-0.2, -0.2, 0.0], [-0.3, -0.4, -0.3], [0.2, 0.0, 0.3], [0.5, -0.3, -1.4], [-0.3, 0.1, 0.9], [-0.6, 0.7, 0.5], [-0.4, -0.1, -0.2], [0.1, -0.4, -0.1], [-0.2, 0.1, 0.0], [0.0, 0.2, 0.0], [0.1, 0.4, 0.1], [0.6, -0.2, 0.2], [0.1, -0.1, 0.1], [0.2, -0.2, 0.0], [-0.1, 0.4, -0.2]],
  "de_lowest_ev": 0.023,
  "homo_energy_ev": [-1.913, -4.589],
  "fmax_ev_per_a": 7.10,
  "spin_multiplicity": 6,
  "total_charge": -1,
  "s2": 8.769
}